# 1
{
  "formula": "C26H37Ge2N2Re",
  "method": "ωB97M-V/def2-TZVPD",
  "total_energy_ev": -145674.925,
  "e_homo_ev": [-16.30, -16.29],
  "mol_weight_g_mol": 709.0,
  "total_charge": 3,
  "largest_force_ha_per_bohr": 0.011,
  "lumo_energy_ev": [-10.83, -11.20],
  "multiplicity": 2,
  "symbols": ["Re", "N", "C", "C", "C", "C", "C", "C", "C", "C", "N", "C", "H", "H", "H", "H", "H", "H", "H", "H", "C", "C", "Ge", "C", "C", "C", "C", "Ge", "C", "C", "C", "C", "C", "C", "C", "C", "C", "C", "H", "H", "H", "H", "H", "H", "H", "H", "H", "H", "H", "H", "H", "H", "H", "H", "H", "H", "H", "H", "H", "H", "H", "H", "H", "H", "C", "H", "H", "H"],
  "xyz": [[-0.5471, -1.5140, 0.1709], [-1.0175, -1.4754, 2.2468], [-2.4292, -1.8401, 2.4547], [-2.9956, -2.0172, 3.6839], [-4.3592, -2.3719, 3.7803], [-5.1100, -2.5462, 2.6503], [-4.5295, -2.3768, 1.3675], [-5.2335, -2.5769, 0.1618], [-4.5882, -2.4207, -1.0474], [-3.2513, -2.0486, -1.0585], [-2.5414, -1.8441, 0.0603], [-3.1738, -2.0180, 1.2806], [-0.8489, -0.5250, 2.5926], [-0.4191, -2.0713, 2.8231], [-2.4109, -1.8889, 4.5879], [-4.8019, -2.5073, 4.7571], [-6.1547, -2.8208, 2.7202], [-6.2788, -2.8607, 0.1942], [-5.0990, -2.5820, -1.9858], [-2.7282, -1.9164, -1.9959], [-2.1163, 2.1698, -3.0918], [-2.1434, 1.2218, -1.8838], [-0.4301, 0.3121, -1.6551], [-0.0667, -1.4134, -2.6369], [-0.0054, -0.8600, -4.0914], [1.0811, 1.4893, -1.8450], [1.9612, 1.6780, -0.8482], [1.5181, 0.6485, 0.7240], [0.7223, 1.4597, 2.3070], [1.3906, 2.7795, 2.7232], [2.3206, -1.1302, 0.8441], [3.4559, -0.9839, 1.9001], [3.1323, 2.5540, -0.7901], [3.9679, 2.4781, 0.3239], [5.0988, 3.2673, 0.4342], [5.4018, 4.1528, -0.5912], [4.5772, 4.2442, -1.7089], [3.4478, 3.4536, -1.8118], [-3.0500, 2.7296, -3.1332], [-2.0147, 1.6350, -4.0348], [-1.3077, 2.8969, -3.0187], [-2.9571, 0.5015, -1.9535], [-2.2975, 1.7913, -0.9631], [-0.8312, -2.1866, -2.5926], [0.9043, -1.8448, -2.4044], [-0.9358, -0.3861, -4.4035], [0.1748, -1.7028, -4.7578], [0.8109, -0.1509, -4.2183], [1.1700, 2.0443, -2.7765], [0.7463, 0.7367, 3.1293], [-0.3251, 1.6538, 2.0420], [2.4132, 2.6249, 3.0614], [0.8285, 3.2113, 3.5499], [1.4037, 3.5000, 1.9061], [2.7266, -1.4011, -0.1289], [1.6601, -1.9295, 1.2061], [4.2287, -0.3033, 1.5463], [3.9198, -1.9573, 2.0521], [3.0916, -0.6344, 2.8675], [3.7371, 1.7831, 1.1383], [5.7388, 3.1962, 1.3027], [6.2825, 4.7765, -0.5193], [4.8184, 4.9406, -2.5001], [2.8144, 3.5469, -2.6840], [0.2805, -3.3350, -0.3099], [1.3335, -3.3088, -0.5853], [-0.2980, -3.7553, -1.1378], [0.1372, -3.9717, 0.5733]],
  "lowdin_charge": [1.155, 0.009, -0.204, 0.042, 0.003, 0.042, -0.114, 0.093, 0.023, -0.076, -0.071, -0.144, 0.091, 0.145, 0.142, 0.137, 0.145, 0.153, 0.139, 0.108, -0.132, -0.339, 0.863, -0.337, -0.112, -0.209, -0.333, 1.057, -0.348, -0.124, -0.346, -0.109, -0.251, -0.067, -0.034, -0.022, -0.026, -0.004, 0.093, 0.070, 0.075, 0.050, 0.073, 0.035, 0.063, 0.071, 0.104, 0.080, 0.080, 0.066, 0.071, 0.079, 0.094, 0.086, 0.083, 0.024, 0.074, 0.100, 0.081, 0.072, 0.123, 0.127, 0.126, 0.118, -0.204, 0.041, 0.044, 0.055]
}

***

# 2
{
  "formula": "C15H11Cl2N3O3S2",
  "method": "ωB97M-V/def2-TZVPD",
  "total_energy_ev": -73062.937,
  "e_homo_ev": -8.93,
  "mol_weight_g_mol": 416.3,
  "largest_force_ha_per_bohr": 0.018,
  "lumo_energy_ev": 0.17,
  "symbols": ["C", "H", "H", "H", "S", "O", "O", "C", "C", "C", "C", "C", "C", "H", "H", "N", "C", "N", "C", "O", "N", "C", "C", "C", "C", "C", "C", "H", "Cl", "Cl", "H", "H", "H", "H", "S", "H"],
  "xyz": [[7.1740, 0.0680, 1.5427], [8.2549, 0.1324, 1.5375], [6.7344, 1.0441, 1.6998], [6.8375, -0.6430, 2.2857], [6.6438, -0.5317, -0.0910], [6.9977, 0.4604, -1.0687], [7.1477, -1.8670, -0.2627], [4.8597, -0.5918, 0.0676], [4.1325, 0.5376, -0.2419], [2.7599, 0.4808, -0.0765], [2.1347, -0.6994, 0.3946], [2.8991, -1.8254, 0.6945], [4.2664, -1.7601, 0.5287], [4.9008, -2.6085, 0.7301], [2.4100, -2.7199, 1.0438], [0.7775, -0.6116, 0.5047], [0.3599, 0.5506, 0.1486], [-0.9663, 0.8803, 0.1553], [-1.4064, 2.1370, -0.1911], [-0.6452, 3.0314, -0.4855], [-2.7608, 2.3351, -0.1438], [-3.8089, 1.4247, 0.0097], [-4.9572, 1.8310, 0.6895], [-6.0201, 0.9654, 0.8482], [-5.9610, -0.3221, 0.3332], [-4.8284, -0.7253, -0.3704], [-3.7623, 0.1449, -0.5394], [-2.9233, -0.1748, -1.1367], [-4.7411, -2.3017, -1.0536], [-7.2849, -1.3991, 0.5483], [-6.9048, 1.2807, 1.3776], [-5.0126, 2.8294, 1.0948], [-3.0198, 3.3110, -0.2050], [-1.6021, 0.1814, 0.5147], [1.5651, 1.7182, -0.3686], [4.6340, 1.4148, -0.6172]],
  "lowdin_charge": [-0.122, 0.065, 0.063, 0.063, 0.645, -0.319, -0.319, -0.297, -0.064, -0.436, -0.305, 0.003, -0.058, 0.113, 0.116, 0.114, -0.556, 0.130, -0.532, 0.006, 0.144, -0.238, -0.014, -0.090, -0.695, -0.679, -0.058, 0.116, 0.703, 0.689, 0.111, 0.118, 0.162, 0.143, 1.160, 0.118]
}